# 1
DFT (ωB97M-V/def2-TZVPD) results for a molecular structure, C13H14AsN4O2RhS4.

```
39
Properties=species:S:1:pos:R:3:forces:R:3:mulliken_charge:R:1
Rh -0.456 1.220 1.297 -1.16 -0.52 0.28 0.099
S -4.578 1.084 2.323 0.31 -0.22 -0.11 -0.508
As -3.207 2.626 1.979 -1.57 0.53 0.58 0.465
S -1.330 2.293 3.126 0.38 -0.30 -0.27 -0.286
S -2.050 2.284 0.093 0.66 -0.31 0.16 -0.282
S -3.976 4.536 2.196 0.38 0.09 -0.17 -0.464
O -2.243 -1.103 -5.947 -0.02 -0.02 -0.01 -0.470
C -1.010 -1.428 -5.520 -0.06 0.04 0.07 0.605
O -0.259 -2.019 -6.240 0.07 -0.05 -0.02 -0.536
C -0.627 -1.018 -4.123 0.04 0.00 0.00 0.958
C 0.718 -1.131 -3.778 0.05 -0.02 -0.05 -1.164
C 1.166 -0.757 -2.529 0.19 0.07 0.01 -0.682
C 0.272 -0.256 -1.580 0.02 -0.03 0.02 1.054
C -1.070 -0.184 -1.909 -0.23 0.00 0.14 -0.293
C -1.518 -0.554 -3.170 -0.03 -0.02 0.06 -1.457
N 0.659 0.165 -0.258 -0.04 0.02 -0.44 0.303
C 1.821 -0.123 0.175 0.30 -0.19 0.22 0.226
C 2.233 0.212 1.547 -0.04 0.00 -0.18 0.335
C 3.486 -0.130 2.016 0.20 -0.10 -0.05 -0.716
C 3.835 0.200 3.319 0.02 -0.03 -0.05 -0.307
C 2.910 0.861 4.101 -0.04 0.03 -0.04 -0.863
C 1.664 1.166 3.566 0.00 0.03 0.12 -0.001
N 1.328 0.844 2.320 0.35 -0.22 -0.13 0.076
H -2.722 -0.579 -5.295 0.01 0.04 0.01 0.308
H 1.406 -1.515 -4.519 0.00 0.01 0.01 0.449
H 2.223 -0.852 -2.323 -0.01 0.07 -0.04 0.276
H -1.781 0.171 -1.176 0.01 0.15 -0.05 0.400
H -2.582 -0.481 -3.362 0.00 0.00 0.01 0.220
H 2.542 -0.657 -0.437 0.04 -0.04 0.12 0.252
H 4.170 -0.655 1.361 0.03 0.04 0.04 0.399
H 4.810 -0.052 3.713 0.00 -0.01 -0.04 0.442
H 3.139 1.148 5.117 -0.04 0.00 -0.01 0.403
H 0.913 1.684 4.148 -0.05 0.00 -0.04 0.302
N -2.275 -1.097 1.203 0.03 -0.17 -0.14 -0.332
N -1.110 -0.725 1.926 0.15 1.03 -0.27 -0.301
H -2.725 -1.907 1.613 0.00 0.01 0.10 0.242
H -2.016 -1.290 0.246 0.05 -0.07 -0.02 0.178
H -0.387 -1.440 1.889 0.14 0.08 0.16 0.301
H -1.374 -0.543 2.893 -0.18 0.06 0.03 0.368
```
Forces are in eV/Å.

Values from the calculation:
HOMO-LUMO gap   4.27 eV
E_HOMO   -6.65 eV
Lowest unoccupied orbital energy   -2.38 eV



# 2
DFT (ωB97M-V/def2-TZVPD) results for a molecular structure, C32H22N13O2S2W.

```
72
Properties=species:S:1:pos:R:3:forces:R:3:mulliken_charge:R:1
W -0.335 0.005 -0.901 0.49 0.33 0.29 0.318
C -3.237 2.611 0.997 0.04 -0.02 0.05 -1.837
C -2.107 1.629 1.059 0.11 -0.11 0.14 1.036
O -1.695 1.191 -0.072 -0.41 0.33 0.02 0.174
C -1.552 1.197 2.249 -0.05 -0.02 -0.28 -1.265
C -0.544 0.213 2.315 0.05 0.08 0.04 1.273
C -0.037 -0.147 3.684 0.04 -0.02 -0.06 -1.644
N -0.017 -0.376 1.259 0.06 -0.23 0.19 0.533
N 0.995 -1.285 1.579 0.02 0.05 -0.30 -1.224
C 1.659 -1.583 0.514 -0.10 -0.02 0.02 0.389
O 1.378 -1.069 -0.649 0.30 -0.10 0.19 -0.125
C 2.777 -2.552 0.563 0.02 0.03 0.09 0.362
C 3.166 -3.125 1.773 0.00 -0.02 -0.05 -0.662
C 4.206 -4.039 1.805 -0.01 0.01 0.00 -0.654
C 4.866 -4.386 0.633 0.03 -0.02 0.00 -0.379
C 4.485 -3.812 -0.571 0.00 0.01 -0.01 -0.789
C 3.444 -2.896 -0.608 0.00 0.01 0.04 -0.183
H -3.174 3.176 0.068 0.01 0.00 0.01 0.264
H -3.205 3.293 1.846 -0.02 -0.01 0.01 0.482
H -4.194 2.083 1.008 0.01 0.00 -0.03 0.315
H -1.918 1.606 3.179 -0.02 0.04 -0.02 0.365
H -0.635 0.350 4.444 0.00 0.00 0.01 0.466
H 1.004 0.168 3.779 0.00 -0.01 -0.02 0.295
H -0.049 -1.225 3.838 -0.02 0.00 0.00 0.334
H 2.641 -2.846 2.676 -0.01 0.01 0.00 0.463
H 4.503 -4.482 2.747 0.00 -0.01 0.00 0.390
H 5.679 -5.101 0.661 0.01 -0.01 -0.01 0.374
H 5.001 -4.074 -1.486 0.00 -0.01 0.00 0.408
H 3.144 -2.435 -1.540 -0.02 0.00 0.00 0.438
N 2.036 -0.382 -3.360 0.01 0.06 -0.06 -0.053
C 0.988 -1.175 -3.581 0.02 0.04 0.03 0.378
N 0.998 -1.924 -4.680 0.01 -0.01 0.02 -0.847
C 0.014 -2.818 -4.774 0.00 0.01 -0.01 0.130
N -0.048 -3.546 -5.914 -0.04 0.01 -0.03 -0.400
N -0.876 -3.103 -3.823 0.02 0.00 -0.01 -0.821
C -0.834 -2.295 -2.775 0.02 0.05 -0.02 0.322
N -0.021 -1.217 -2.666 -0.12 -0.28 -0.03 0.303
C -1.657 -2.571 -1.618 0.04 0.05 -0.01 0.882
C -2.555 -3.640 -1.597 0.09 0.07 -0.07 -0.993
C -3.327 -3.849 -0.486 -0.04 0.00 0.02 -0.565
C -3.187 -2.963 0.587 -0.04 0.03 0.03 -1.043
C -2.302 -1.922 0.508 0.04 0.05 -0.13 0.254
N -1.511 -1.703 -0.577 -0.58 -0.53 0.12 0.700
H 2.651 -0.240 -4.143 0.01 0.01 0.01 0.314
H 1.990 0.330 -2.640 -0.02 -0.05 -0.02 0.084
H 0.473 -3.208 -6.703 0.01 -0.02 0.00 0.259
H -0.892 -4.068 -6.074 0.01 0.00 0.00 0.247
H -2.638 -4.249 -2.484 0.02 -0.01 0.00 0.510
H -4.058 -4.644 -0.463 0.00 -0.01 0.01 0.391
H -3.810 -3.048 1.466 0.02 -0.01 0.02 0.453
H -2.235 -1.196 1.301 0.02 -0.01 0.02 0.174
S 1.319 1.715 -0.064 0.14 0.24 0.10 -0.544
C 0.591 3.216 -0.559 -0.09 -0.14 -0.17 0.558
C 0.687 4.386 0.180 -0.02 0.06 -0.04 -1.060
C 0.123 5.567 -0.296 0.02 -0.13 -0.01 0.620
C 0.234 6.759 0.490 -0.03 0.14 -0.02 -0.162
N 0.328 7.718 1.118 0.02 -0.02 0.04 -0.573
C -0.552 5.573 -1.525 0.07 -0.06 0.04 0.645
C -0.664 4.396 -2.260 -0.01 0.02 0.01 -0.974
C -0.105 3.218 -1.786 0.18 -0.08 0.15 0.859
S -0.153 1.727 -2.690 -0.07 0.21 -0.21 -0.591
C -1.129 6.780 -2.034 -0.09 0.09 0.00 -0.167
N -1.601 7.743 -2.451 0.01 0.00 -0.03 -0.571
H 1.199 4.384 1.132 0.00 -0.01 0.01 0.495
H -1.198 4.402 -3.200 0.00 0.00 -0.01 0.501
N -2.504 0.044 -2.334 -0.23 -0.20 -0.01 -0.268
C -3.605 -0.262 -2.123 0.27 0.27 -0.21 0.576
C -4.921 -0.603 -1.851 -0.06 -0.08 0.17 -0.155
C -5.630 0.160 -0.898 -0.05 0.04 0.03 0.301
N -6.187 0.790 -0.105 -0.02 0.02 0.03 -0.632
C -5.459 -1.804 -2.356 -0.08 -0.07 -0.09 0.168
N -5.896 -2.789 -2.773 0.01 -0.04 0.01 -0.625
```
Forces are in eV/Å.

Values from the calculation:
Total charge   -1
HOMO-LUMO gap (spin up / spin down)   6.01 / 5.15 eV
E_HOMO (spin up / spin down)   -4.76 / -3.90 eV
Lowest unoccupied orbital energy (spin up / spin down)   1.25 / 1.25 eV
Relative energy (zero: lowest compared OMol25 entry of this formula, charge and spin)   14.3 kcal per mole



# 3
DFT (ωB97M-V/def2-TZVPD) results for a gas-phase ion, C4H10N3 (charge +1).

```
17
Properties=species:S:1:pos:R:3:forces:R:3:mulliken_charge:R:1
C 0.283 -0.495 -0.362 -0.98 1.85 -0.33 0.144
C -0.291 1.724 -0.888 4.00 2.62 0.66 -0.562
C -0.351 1.807 0.686 -4.06 2.10 -1.75 -0.336
C 0.457 -2.529 0.693 -0.60 2.58 0.28 -1.095
N 0.484 0.486 -1.195 -1.77 2.08 0.62 -0.153
N -1.117 0.702 1.158 4.28 -1.19 0.56 -0.388
N 0.646 -1.696 -0.505 -0.31 -2.89 0.21 -0.098
H -1.287 1.792 -1.124 -2.16 -0.54 -1.68 0.308
H 0.334 2.620 -1.405 -1.71 -1.96 1.33 0.317
H 0.622 1.888 1.024 1.77 -0.24 1.48 0.355
H -0.948 2.821 0.955 1.23 -2.11 -0.65 0.332
H 1.276 -3.031 0.982 3.15 -1.76 0.54 0.403
H 0.109 -2.000 1.566 0.43 1.28 -0.02 0.376
H -0.332 -3.145 0.632 -2.70 -2.75 -1.26 0.445
H 1.367 0.779 -1.567 0.63 -0.86 -0.41 0.327
H -2.007 0.494 0.784 -1.30 0.40 -1.19 0.269
H 0.755 -2.218 -1.435 0.10 1.40 1.61 0.356
```
Forces are in eV/Å.

Values from the calculation:
Total charge   +1
HOMO-LUMO gap (spin up / spin down)   8.72 / 9.12 eV
E_HOMO (spin up / spin down)   -14.31 / -14.13 eV
Lowest unoccupied orbital energy (spin up / spin down)   -5.59 / -5.01 eV
Relative energy (zero: lowest compared OMol25 entry of this formula, charge and spin)   132.4 kcal per mole



# 4
DFT (ωB97M-V/def2-TZVPD) results for 2 unconnected molecules or ions with the total composition C3H9NO2S2.

```
17
Properties=species:S:1:pos:R:3:forces:R:3:mulliken_charge:R:1
C 1.402 -1.642 0.429 -0.20 0.38 0.44 -0.726
S -0.155 -1.001 1.125 0.14 -0.03 0.04 -0.115
S 0.517 0.510 2.337 -0.11 -0.18 -0.23 -0.107
C 0.559 1.908 1.190 0.03 0.17 0.15 -0.656
H 1.990 -0.804 0.074 0.07 0.04 -0.23 0.224
H 1.953 -2.164 1.202 0.07 -0.20 0.00 0.354
H 1.148 -2.301 -0.393 0.01 -0.13 -0.11 0.242
H -0.432 2.105 0.788 0.06 -0.01 0.01 0.219
H 0.898 2.761 1.789 -0.05 -0.08 -0.14 0.323
H 1.257 1.740 0.372 -0.01 -0.03 0.05 0.224
N -1.630 -0.664 -2.637 0.05 -0.03 -0.02 -0.527
C -0.756 0.281 -2.142 0.14 -0.13 -0.05 0.732
O 0.554 -0.048 -2.342 -0.17 0.06 -0.10 -0.447
O -1.068 1.308 -1.620 -0.08 0.22 0.05 -0.517
H -2.596 -0.485 -2.417 -0.02 0.05 0.08 0.249
H -1.355 -1.625 -2.519 -0.03 -0.05 -0.05 0.228
H 0.607 -0.640 -3.103 0.10 -0.06 0.09 0.302
```
Forces are in eV/Å.

Values from the calculation:
HOMO-LUMO gap   9.07 eV
E_HOMO   -8.74 eV
Lowest unoccupied orbital energy   0.33 eV
Relative energy (zero: lowest compared OMol25 entry of this formula, charge and spin)   0.0 kcal per mole
SMILES   NC(=O)O.CSSC



# 5
DFT (ωB97M-V/def2-TZVPD) results for 3 unconnected molecules or ions with the total composition C5H17NO3.

```
26
Properties=species:S:1:pos:R:3:forces:R:3:mulliken_charge:R:1
C 0.988 0.470 -2.357 -0.89 -1.21 -1.05 -0.965
N 0.881 0.583 -0.903 -0.11 0.04 -0.29 -0.259
C -0.515 0.736 -0.462 0.13 0.47 1.61 -0.062
C -0.702 0.320 1.049 0.74 -0.24 -1.86 -0.407
C -2.037 -0.355 1.215 -1.33 -0.20 2.05 -0.596
O -1.961 -1.722 1.598 -0.68 -0.32 -1.07 -0.538
C -1.006 2.186 -0.650 0.53 -0.37 1.52 -1.478
H 1.674 1.090 -2.927 0.25 0.47 0.63 0.344
H 1.228 -0.556 -2.683 0.23 0.09 0.44 0.267
H 0.005 0.600 -2.833 0.06 0.38 0.10 0.327
H 1.397 1.392 -0.591 0.15 0.14 0.12 0.276
H -1.145 0.033 -0.996 0.19 -0.09 -0.49 0.447
H 0.093 -0.402 1.266 -0.11 -0.05 0.00 0.175
H -0.544 1.162 1.718 -0.19 0.16 0.02 0.407
H -2.626 0.165 2.000 0.21 0.00 -0.21 0.252
H -2.727 -0.394 0.373 0.49 0.36 -0.46 0.385
H -1.320 -1.874 2.271 0.78 0.11 0.81 0.300
H -2.065 2.324 -0.413 -0.21 -0.18 -1.23 0.379
H -0.534 2.565 -1.552 -0.90 0.46 -0.32 0.404
H -0.636 2.771 0.208 0.68 -0.05 -0.34 0.382
H 0.731 -2.585 -0.929 -0.11 -0.20 -0.27 0.307
H 1.124 -3.193 0.353 -0.06 -0.46 -0.22 0.323
O 0.823 -3.462 -0.532 0.23 0.76 0.51 -0.655
H 3.344 -0.512 1.262 0.16 0.05 -0.46 0.310
H 2.603 -0.321 2.560 0.18 -0.60 -0.31 0.305
O 2.927 -1.018 1.957 -0.42 0.50 0.75 -0.631
```
Forces are in eV/Å.

Values from the calculation:
HOMO-LUMO gap   9.67 eV
E_HOMO   -9.14 eV
Lowest unoccupied orbital energy   0.52 eV
Relative energy (zero: lowest compared OMol25 entry of this formula, charge and spin)   37.1 kcal per mole
SMILES   CN[C@H](C)CCO.O.O